(1)
An isolated molecule of C6H10O2S at a distorted geometry, computed with ωB97M-V/def2-TZVPD.

```
19
Properties=species:S:1:pos:R:3:forces:R:3
C -0.21175 2.25970 -0.27106 -0.5 -0.1 4.0
C 0.76073 1.74156 0.87776 -0.9 -0.2 0.9
C 1.46771 0.51194 0.46699 1.8 -7.4 -1.8
C 1.45128 -1.09111 0.14023 1.4 9.2 1.5
C 0.53419 -2.15473 0.05983 -1.0 -2.9 -4.3
C -0.94484 -1.69095 -0.34799 0.6 -0.8 1.9
S 2.97578 -0.27284 -0.05138 -1.9 1.5 0.2
O 3.97682 -0.51869 0.95936 0.0 -0.1 -0.5
O 3.41051 0.10530 -1.38792 0.0 -0.7 0.8
H -0.90929 1.40698 -0.18760 -0.3 0.9 -1.2
H 0.22728 2.47445 -1.17462 1.1 -0.3 -2.2
H -0.66195 3.23375 0.04562 0.0 -1.0 0.0
H 0.03399 1.40278 1.68992 1.0 0.6 -0.7
H 1.50866 2.41233 1.37064 -0.7 -0.2 -0.8
H 1.00080 -2.88972 -0.77706 -1.2 1.4 1.7
H 0.59572 -2.71207 0.93935 -0.2 -1.1 1.6
H -1.51855 -1.63679 0.62696 0.6 0.7 -1.0
H -1.59441 -2.40713 -0.91533 1.3 0.7 -0.1
H -0.69707 -0.72712 -0.80728 -1.2 -0.2 -0.1
```
Positions in Å, forces in eV/Å.

calculated total energy = -783.08695 Eh
orbital gap = 9.2 eV
energy above the lowest of the compared OMol25 structures with the same formula, charge and spin = 4.6118 eV
structure (SMILES) = CCC1=C(CC)S1(=O)=O

Atom charges from the Löwdin analysis, given in e for atoms 1 to 2: C -0.061; C -0.228

(2)
C57H40Cl3CoF15N3O5PS4Sb as an isolated structure at a distorted geometry, computed with ωB97M-V/def2-TZVPD.

```
130
Properties=species:S:1:pos:R:3:forces:R:3
Co 1.01476 0.76877 -0.11290 0.1 1.0 0.4
F 4.66528 0.39041 3.25337 0.1 -0.1 0.0
C 4.57104 -0.79144 2.63807 0.1 0.3 -0.3
F 4.22401 -1.71151 3.51131 -0.3 -0.2 0.2
F 5.74325 -1.11560 2.10768 -0.1 0.0 0.2
S 3.33693 -0.62445 1.25589 -0.1 -0.2 0.4
O 2.24477 0.22585 1.76505 0.0 -0.3 -0.5
O 2.97838 -1.94670 0.86014 0.2 0.1 0.0
N 4.24680 0.10940 0.20624 0.0 0.1 -0.1
S 4.05494 1.57521 -0.29648 -0.2 0.2 0.0
O 2.63296 1.95868 -0.36784 0.1 -0.3 -0.1
O 4.84237 1.83387 -1.44896 0.0 -0.1 0.0
C 4.63352 2.76523 1.00184 -0.3 0.1 -0.1
F 3.81787 2.70201 2.05789 0.1 0.1 0.0
F 5.87067 2.52214 1.38237 0.1 -0.1 0.0
F 4.55066 3.98372 0.46940 0.1 -0.1 0.1
S -0.89522 0.29994 0.94067 -0.2 -0.4 0.3
Sb -0.61141 0.08316 3.25780 -0.5 0.2 -0.1
C 0.47479 -1.40604 4.28032 0.0 0.2 -0.4
C 0.48556 -2.71278 3.80281 0.0 0.1 0.1
C 1.06450 -3.70381 4.58155 0.1 -0.1 -0.1
C 1.64356 -3.38350 5.80335 0.1 0.1 0.0
C 1.65733 -2.06866 6.25213 0.0 0.0 0.0
C 1.06744 -1.06545 5.49189 -0.1 -0.1 0.0
C -0.19761 1.94082 4.17738 0.1 -0.4 -0.1
C 1.11641 2.35704 4.37721 0.0 0.0 -0.1
C 1.35271 3.54568 5.05300 0.1 0.0 0.0
C 0.28765 4.30887 5.51551 -0.1 0.0 0.0
C -1.02039 3.88604 5.30984 0.0 0.1 0.0
C -1.27041 2.69568 4.64003 0.0 0.0 0.0
C -2.64870 -0.31108 3.70756 0.2 0.0 0.0
C -3.64056 0.30609 2.94477 0.0 -0.1 0.1
C -4.97576 0.01736 3.19098 0.0 0.0 0.0
C -5.32143 -0.88424 4.19133 0.0 0.0 -0.1
C -4.33465 -1.48232 4.96119 0.0 0.0 0.0
C -2.99705 -1.19756 4.72246 0.2 0.0 0.0
H 0.06421 -2.95895 2.83640 -0.1 0.0 0.0
H 1.07669 -4.72685 4.22237 0.0 0.1 0.0
H 2.11071 -4.15888 6.39845 -0.1 0.0 0.0
H 2.11949 -1.81854 7.19956 0.0 0.0 -0.1
H 1.06247 -0.04296 5.85032 0.0 0.0 0.0
H 1.94820 1.76963 4.00255 0.0 0.0 0.0
H 2.37149 3.87223 5.22513 -0.1 0.0 0.0
H 0.47765 5.23975 6.03459 0.0 0.0 0.0
H -1.84863 4.47761 5.68103 0.0 0.0 0.0
H -2.29065 2.36118 4.48874 0.0 0.0 0.0
H -3.37536 0.99699 2.15544 0.0 0.0 -0.1
H -5.74682 0.49273 2.59698 0.0 0.0 0.0
H -6.36215 -1.12540 4.36559 0.0 0.0 0.0
H -4.60542 -2.17585 5.74794 0.0 0.0 0.0
H -2.22946 -1.67224 5.32660 0.0 0.0 0.0
F -4.33936 6.15617 1.87961 0.0 0.0 -0.1
C -4.34536 6.05800 0.53990 0.0 0.1 0.0
F -4.21594 7.29858 0.03883 0.0 -0.1 0.1
F -5.55948 5.60555 0.17164 0.1 0.1 0.1
C -3.25984 5.14717 0.03305 0.0 0.0 0.0
C -3.18608 4.90872 -1.33709 0.0 0.0 0.0
C -2.22645 4.04461 -1.82766 0.0 0.0 0.0
C -1.34281 3.41242 -0.94954 0.0 -0.2 0.1
C -1.40306 3.68533 0.40937 0.1 0.0 0.0
C -2.36537 4.55813 0.90588 0.0 0.0 0.0
P -0.10434 2.23887 -1.61401 -0.3 0.2 0.2
C -1.12731 1.18353 -2.69245 0.0 0.0 0.0
C -2.34085 0.74579 -2.15677 -0.1 0.1 -0.1
C -3.11502 -0.18313 -2.83288 0.1 0.0 0.0
C -2.68200 -0.67566 -4.05677 0.0 -0.1 0.2
C -1.47286 -0.26156 -4.59160 0.0 0.1 -0.1
C -0.68818 0.64774 -3.90003 0.1 0.1 0.0
C -3.49565 -1.70817 -4.78889 -0.1 0.0 0.0
F -4.17334 -1.17892 -5.81660 0.1 -0.1 0.1
F -4.38312 -2.30705 -3.97796 0.1 0.0 -0.1
F -2.69666 -2.67591 -5.29361 -0.2 0.1 -0.1
C 0.90384 3.40977 -2.58523 0.2 -0.2 0.0
C 0.99285 3.45118 -3.97314 -0.1 0.0 0.0
C 1.84549 4.35485 -4.58771 0.0 0.0 -0.1
C 2.61252 5.21348 -3.81959 0.0 0.0 0.1
C 2.50377 5.21182 -2.43646 0.0 0.0 0.0
C 1.64468 4.31659 -1.82516 0.0 -0.1 0.0
C 3.52961 6.18196 -4.51608 0.0 0.1 0.0
F 4.30563 5.55633 -5.41602 0.0 0.1 0.0
F 4.33343 6.82304 -3.65531 0.0 0.0 -0.1
F 2.82166 7.11441 -5.18361 0.1 -0.1 0.0
H -3.88230 5.39935 -2.00733 0.0 0.0 0.0
H -2.16321 3.85524 -2.89343 0.0 0.0 0.0
H -0.70540 3.20644 1.08704 -0.1 0.0 0.0
H -2.42236 4.77394 1.96464 0.0 0.0 0.0
H -2.68272 1.12298 -1.19956 0.0 0.0 -0.1
H -4.04539 -0.53269 -2.40531 0.0 0.0 0.0
H -1.14224 -0.65514 -5.54530 0.1 0.0 0.1
H 0.28859 0.90580 -4.29044 -0.1 -0.1 0.0
H 0.38611 2.80210 -4.58898 0.1 0.1 0.0
H 1.92562 4.38615 -5.66815 0.0 0.0 0.1
H 3.09731 5.89415 -1.84342 0.0 0.0 0.0
H 1.54915 4.32147 -0.74696 0.1 0.0 0.0
Cl 5.98000 -5.72592 -1.94470 0.0 0.0 0.0
C 4.30027 -5.42463 -2.21720 -0.1 0.0 0.0
C 3.52078 -4.88124 -1.20965 0.1 0.1 0.1
C 2.17767 -4.64383 -1.44515 0.0 0.0 0.1
C 1.59366 -4.94680 -2.66967 -0.1 0.0 0.0
C 0.13819 -4.64601 -2.91498 0.2 0.4 -0.2
C -0.04870 -3.31254 -3.67466 0.1 -0.1 0.3
N 0.64260 -2.20592 -3.01605 0.0 -0.3 0.2
C 1.92320 -1.79270 -3.30854 -0.1 0.0 -0.3
C 2.23675 -0.84002 -2.39742 -0.1 0.0 0.2
N 1.17869 -0.69444 -1.51962 0.3 0.0 -0.2
C 0.23946 -1.53413 -1.92059 0.3 0.0 0.0
O -0.55308 -4.57885 -1.68929 -0.2 -0.1 0.1
C -1.92921 -4.90582 -1.87313 -0.2 0.0 0.1
C -2.61679 -5.03734 -0.55448 0.3 0.1 0.0
C -3.21911 -6.17484 -0.11470 -0.1 0.1 0.1
Cl -3.33536 -7.66766 -0.94459 0.0 -0.1 0.0
S -3.92962 -5.99113 1.43872 0.0 0.0 -0.1
C -3.40647 -4.36287 1.51989 0.0 0.1 0.1
C -2.72455 -3.98799 0.40818 0.0 0.0 -0.1
C 2.40461 -5.48425 -3.66453 0.0 0.0 0.1
Cl 1.74636 -5.85910 -5.23138 0.0 0.0 0.0
C 3.75005 -5.73416 -3.44978 0.1 0.0 -0.1
H 3.96274 -4.63417 -0.25253 0.0 0.0 -0.1
H 1.56549 -4.21697 -0.65873 0.0 0.0 -0.1
H -0.29490 -5.43155 -3.53941 0.0 0.0 -0.1
H -1.11419 -3.09618 -3.72151 0.1 0.1 -0.1
H 0.34381 -3.38525 -4.68626 -0.1 0.0 -0.1
H 2.47989 -2.19901 -4.13921 -0.1 0.0 0.1
H 3.14977 -0.27805 -2.29365 0.0 0.0 -0.1
H -0.73059 -1.64642 -1.45839 0.1 -0.1 -0.1
H -2.00857 -5.84501 -2.42404 0.0 0.0 0.0
H -2.43129 -4.13048 -2.46685 0.0 0.0 0.0
H -3.65210 -3.76767 2.38492 0.0 0.0 0.0
H -2.31002 -2.99605 0.26239 0.0 -0.1 0.0
H 4.35960 -6.15568 -4.23689 0.0 0.0 0.0
```
Positions in Å, forces in eV/Å.

calculated total energy = -9172.15201 Eh
orbital gap (spin up / spin down) = 7.4 / 8.2 eV
charge = +1
spin multiplicity = 2
expectation value of S² = 1.205

Atom charges from the Löwdin analysis, given in e for atoms 1 to 2: Co 0.149; F 0.138

(3)
C6H10NO as an isolated structure at a distorted geometry, computed with ωB97M-V/def2-TZVPD.

```
18
Properties=species:S:1:pos:R:3:forces:R:3
C 0.13240 -0.29973 1.81386 3.1 0.1 -0.2
C 1.59074 -0.53890 1.13534 0.1 1.2 -2.4
C -1.53675 0.79709 -0.11070 2.9 -0.5 -0.4
C -0.24095 0.70821 0.70801 0.5 -2.1 -1.5
C -0.83747 -0.29170 -2.14014 1.8 1.6 6.5
C 0.89763 0.09015 -0.04736 -3.1 -1.8 -2.1
N 0.66927 -0.39167 -1.25461 1.2 -0.1 0.5
O -1.69308 -0.29002 -1.02614 0.4 0.0 -2.2
H -0.23697 -1.27442 1.91179 -1.5 -1.0 -0.1
H 0.38158 0.14564 2.74436 -0.6 0.3 1.0
H 2.36369 0.16665 1.38430 0.3 0.2 1.1
H 2.05941 -1.46338 0.79361 -0.3 -0.3 0.8
H -2.28060 0.68615 0.57595 -2.6 0.2 1.4
H -1.44692 1.75205 -0.57893 -0.8 0.7 -0.7
H 0.15943 1.61835 1.00469 0.0 2.2 0.9
H -0.92477 -1.09657 -2.77288 -0.2 -2.0 -1.1
H 1.46192 -0.93168 -1.59899 -0.4 -0.3 -0.3
H -0.51857 0.61379 -2.54216 -0.8 1.8 -1.2
```
Positions in Å, forces in eV/Å.

calculated total energy = -364.25395 Eh
orbital gap = 11.0 eV
charge = +1
energy above the lowest of the compared OMol25 structures with the same formula, charge and spin = 2.5386 eV

Atom charges from the Löwdin analysis, given in e for atoms 1 to 2: C -0.009; C -0.005

- Which formula does entry 2 have?
  C57H40Cl3CoF15N3O5PS4Sb